ORCA calculation (ωB97M-V/def2-TZVPD) on a structure of composition C40H34N2O5S4Sb2Tl.

Values from the calculation:
Total charge   -1
M   1198.89 g/mol
Gap between HOMO and LUMO   6.024 eV
Calculated total energy   -116356.20990 eV
Energy relative to the best compared isomer or geometry (same formula, charge and spin)   0.3881 eV

Each line ends with the Mulliken charge.
Cartesian coordinates (Å):
Tl: 2.26 0.73 1.53  0.6116
O: 1.04 -1.51 0.25  -0.5142
N: 1.37 -2.64 0.86  0.3071
C: 1.49 -3.73 0.08  -0.1825
C: 1.72 -4.98 0.59  -1.0732
C: 1.88 -5.12 1.97  -0.0893
C: 1.79 -4.00 2.76  -1.0106
C: 1.51 -2.73 2.23  0.4900
S: 1.37 -1.40 3.28  -0.4083
H: 1.37 -3.54 -0.97  0.6470
H: 1.78 -5.83 -0.08  0.3979
H: 2.08 -6.09 2.41  0.3670
H: 1.93 -4.06 3.83  0.4053
S: 5.70 4.36 1.36  -0.1992
C: 4.82 3.09 0.58  0.3402
S: 3.71 3.53 1.81  -0.0712
S: 4.93 2.08 -0.66  -0.2014
C: 0.18 1.73 -2.49  -2.0748
C: -0.96 0.75 -2.21  1.4245
C: -0.50 -0.69 -2.46  -1.5822
Sb: -1.35 -2.28 -1.20  0.9991
C: -3.17 -2.44 -2.40  -0.5925
C: -3.88 -1.30 -2.77  0.3741
C: -5.07 -1.39 -3.47  -0.8687
C: -5.58 -2.64 -3.80  -0.3628
C: -4.89 -3.78 -3.44  -0.5955
C: -3.69 -3.68 -2.75  -0.2927
C: -2.48 -1.33 0.38  -0.1157
C: -1.85 -0.53 1.32  0.0976
C: -2.49 -0.15 2.49  -0.9139
C: -3.80 -0.56 2.72  -0.4758
C: -4.45 -1.33 1.76  -0.7786
C: -3.80 -1.72 0.61  -0.3102
Sb: -0.31 3.83 -2.14  0.7027
C: -1.78 3.55 -0.58  -0.1866
C: -3.04 2.99 -0.83  0.2768
C: -3.97 2.87 0.19  -0.6831
C: -3.66 3.31 1.47  -0.5044
C: -2.42 3.86 1.73  -0.6069
C: -1.48 3.97 0.71  -0.5001
C: -1.80 3.87 -3.71  0.0081
C: -1.59 3.18 -4.90  -0.2979
C: -2.54 3.21 -5.92  -0.6328
C: -3.71 3.94 -5.75  -0.4504
C: -3.92 4.64 -4.58  -0.5602
C: -2.97 4.61 -3.57  -0.3346
H: 0.50 1.66 -3.53  0.4149
H: 1.03 1.48 -1.87  0.6501
H: -1.80 0.99 -2.86  -0.0175
H: -1.28 0.87 -1.17  -0.1360
H: 0.57 -0.78 -2.27  0.5924
H: -0.69 -0.97 -3.50  0.4741
H: -3.50 -0.32 -2.47  0.2703
H: -5.61 -0.49 -3.74  0.4296
H: -6.52 -2.72 -4.33  0.3670
H: -5.29 -4.76 -3.69  0.3800
H: -3.15 -4.58 -2.46  0.3180
H: -0.82 -0.24 1.15  0.4475
H: -1.96 0.43 3.23  0.4684
H: -4.30 -0.29 3.64  0.3897
H: -5.48 -1.64 1.94  0.3894
H: -4.31 -2.34 -0.12  0.3689
H: -3.29 2.67 -1.82  0.3180
H: -4.93 2.41 -0.01  0.3891
H: -4.40 3.23 2.26  0.3933
H: -2.17 4.21 2.73  0.4185
H: -0.52 4.41 0.93  0.4253
H: -0.68 2.61 -5.05  0.3116
H: -2.36 2.66 -6.84  0.3967
H: -4.45 3.95 -6.54  0.3830
H: -4.83 5.22 -4.45  0.3847
H: -3.14 5.17 -2.65  0.4689
O: 4.01 0.72 3.55  -0.7739
C: 4.75 -0.04 2.89  0.8928
O: 4.58 -0.38 1.69  -0.8222
C: 5.99 -0.59 3.58  -0.0828
C: 6.14 -0.44 4.96  -0.3560
C: 7.26 -0.95 5.59  -0.4236
C: 8.23 -1.60 4.84  0.1136
C: 8.08 -1.76 3.47  -0.4607
C: 6.96 -1.26 2.84  -0.3248
N: 9.41 -2.12 5.49  0.9776
O: 9.51 -1.98 6.70  -0.6246
O: 10.26 -2.67 4.81  -0.6233
H: 5.37 0.08 5.51  0.4587
H: 7.39 -0.87 6.66  0.4639
H: 8.84 -2.29 2.91  0.4598
H: 6.81 -1.36 1.78  0.4513